# 1
DFT (the ωB97M-V functional and the def2-TZVPD basis) results for a structure of composition C53H51F9I2O3S.

As for the charge: 0. The total energy is -113423.40469 eV.

Geometry (Å):
C (-1.791, 5.418, 4.374)
C (-3.265, 5.651, 3.998)
I (-3.567, 7.763, 3.640)
C (-3.636, 4.854, 2.748)
I (-5.647, 5.320, 2.062)
C (-3.617, 3.366, 2.912)
C (-3.669, 2.439, 1.950)
C (-3.690, 2.568, 0.465)
C (-2.522, 1.825, -0.221)
C (-1.663, 2.730, -1.080)
F (-1.001, 1.990, -1.999)
F (-2.427, 3.613, -1.753)
C (-0.571, 3.460, -0.220)
F (-1.152, 3.875, 0.921)
F (0.346, 2.550, 0.097)
S (0.311, 4.979, -0.969)
F (0.034, 4.453, -2.442)
F (1.709, 4.248, -0.984)
F (0.625, 5.528, 0.486)
F (-1.086, 5.746, -0.957)
F (0.985, 6.261, -1.575)
C (-3.696, 1.101, 2.607)
O (-3.628, 0.026, 2.111)
O (-3.797, 1.291, 3.969)
C (-3.559, 2.637, 4.223)
O (-3.338, 3.017, 5.323)
H (-1.724, 4.729, 5.219)
H (-1.239, 4.995, 3.530)
H (-1.299, 6.345, 4.661)
H (-3.949, 5.414, 4.810)
H (-2.972, 5.165, 1.940)
H (-4.641, 2.160, 0.110)
H (-3.677, 3.627, 0.206)
H (-2.896, 1.048, -0.890)
H (-1.880, 1.325, 0.505)
C (-0.120, 1.692, -5.854)
C (-1.119, 1.044, -5.140)
C (-1.965, 0.153, -5.787)
C (-1.807, -0.093, -7.145)
C (-0.804, 0.552, -7.856)
C (0.040, 1.446, -7.211)
H (0.542, 2.388, -5.352)
H (-1.232, 1.235, -4.083)
H (-2.746, -0.353, -5.234)
H (-2.464, -0.790, -7.649)
H (-0.681, 0.357, -8.913)
H (0.822, 1.951, -7.764)
C (-9.465, 1.699, 4.879)
C (-8.415, 2.486, 4.428)
C (-7.118, 1.996, 4.470)
C (-6.866, 0.722, 4.959)
C (-7.918, -0.064, 5.409)
C (-9.216, 0.425, 5.371)
H (-10.478, 2.080, 4.850)
H (-8.606, 3.480, 4.044)
H (-6.303, 2.619, 4.117)
H (-5.854, 0.342, 4.990)
H (-7.725, -1.059, 5.791)
H (-10.036, -0.187, 5.725)
C (3.432, 4.992, -5.011)
C (4.526, 4.981, -5.865)
C (5.222, 3.799, -6.088)
C (4.822, 2.626, -5.461)
C (3.734, 2.641, -4.600)
C (3.046, 3.823, -4.371)
H (2.881, 5.910, -4.845)
H (4.834, 5.891, -6.363)
H (6.074, 3.792, -6.757)
H (5.358, 1.703, -5.641)
H (3.413, 1.730, -4.109)
H (2.193, 3.826, -3.704)
C (-4.428, 1.202, 7.894)
C (-4.222, 2.378, 8.602)
C (-4.377, 2.395, 9.981)
C (-4.734, 1.235, 10.654)
C (-4.939, 0.058, 9.948)
C (-4.788, 0.043, 8.568)
H (-4.306, 1.192, 6.820)
H (-3.939, 3.279, 8.073)
H (-4.218, 3.313, 10.532)
H (-4.853, 1.248, 11.730)
H (-5.217, -0.847, 10.472)
H (-4.951, -0.874, 8.016)
C (2.578, -2.737, -3.260)
C (1.914, -1.635, -3.781)
C (2.438, -0.964, -4.878)
C (3.624, -1.396, -5.455)
C (4.288, -2.498, -4.934)
C (3.765, -3.168, -3.836)
H (2.171, -3.260, -2.404)
H (0.987, -1.298, -3.335)
H (1.918, -0.105, -5.284)
H (4.030, -0.872, -6.312)
H (5.215, -2.834, -5.383)
H (4.286, -4.025, -3.427)
C (6.199, -8.033, -3.145)
C (5.538, -6.928, -3.664)
C (6.065, -6.256, -4.758)
C (7.250, -6.692, -5.335)
C (7.910, -7.797, -4.816)
C (7.385, -8.467, -3.719)
H (5.786, -8.558, -2.292)
H (4.610, -6.593, -3.217)
H (5.550, -5.394, -5.163)
H (7.660, -6.169, -6.190)
H (8.834, -8.137, -5.266)
H (7.902, -9.326, -3.311)
C (6.236, -9.280, 0.798)
C (6.099, -7.899, 0.780)
C (6.083, -7.188, 1.972)
C (6.207, -7.858, 3.181)
C (6.345, -9.239, 3.198)
C (6.359, -9.951, 2.007)
H (6.249, -9.836, -0.132)
H (6.007, -7.376, -0.164)
H (5.974, -6.111, 1.958)
H (6.197, -7.303, 4.110)
H (6.443, -9.761, 4.141)
H (6.465, -11.028, 2.020)

# 2
DFT (the ωB97M-V functional and the def2-TZVPD basis) results for a structure of composition C28H31N6O4Ru at a distorted geometry.

As for the multiplicity: 2. As for the charge: 0. The total energy is -49248.78456 eV.

Geometry (Å):
Ru (-0.471, -0.422, 0.069)
C (2.967, -1.194, -1.103)
C (2.672, 1.147, -0.609)
C (1.382, 1.512, -1.316)
N (0.222, 1.413, -0.469)
C (-0.366, 2.476, 0.047)
C (0.273, 3.728, 0.182)
C (-0.258, 4.975, 0.474)
C (-1.575, 5.368, 0.636)
C (-2.692, 4.539, 0.550)
C (-2.786, 3.168, 0.432)
C (-1.763, 2.176, 0.440)
N (-1.976, 0.894, 0.559)
C (-3.294, 0.307, 0.459)
C (-3.705, 0.126, -1.018)
C (-2.538, 0.096, -2.017)
N (-1.489, -0.825, -1.615)
C (-1.142, -1.897, -2.283)
C (-1.517, -2.124, -3.641)
C (-1.489, -3.254, -4.420)
C (-1.058, -4.545, -4.107)
C (-0.425, -4.911, -2.940)
C (-0.013, -4.137, -1.856)
C (-0.176, -2.778, -1.553)
N (0.418, -2.181, -0.518)
C (1.501, -2.803, 0.218)
C (2.841, -2.579, -0.498)
H (3.985, -1.029, -1.471)
H (2.267, -1.087, -1.934)
H (3.534, 1.289, -1.271)
H (2.803, 1.782, 0.269)
H (1.229, 0.835, -2.162)
H (1.488, 2.523, -1.727)
H (1.346, 3.709, 0.031)
H (0.478, 5.769, 0.553)
H (-1.758, 6.423, 0.798)
H (-3.650, 5.049, 0.590)
H (-3.796, 2.785, 0.361)
H (-4.056, 0.873, 1.003)
H (-3.237, -0.676, 0.931)
H (-4.368, 0.937, -1.329)
H (-4.274, -0.803, -1.107)
H (-2.095, 1.094, -2.077)
H (-2.952, -0.136, -2.997)
H (-1.907, -1.248, -4.142)
H (-1.877, -3.118, -5.424)
H (-1.207, -5.315, -4.852)
H (-0.163, -5.961, -2.861)
H (0.537, -4.694, -1.109)
H (1.369, -3.872, 0.401)
H (1.531, -2.327, 1.196)
H (2.941, -3.290, -1.323)
H (3.663, -2.770, 0.195)
C (-1.446, 0.015, 3.334)
C (0.017, 0.170, 3.125)
N (0.695, -0.063, 2.018)
C (2.049, 0.123, 2.367)
C (2.124, 0.528, 3.720)
N (0.820, 0.511, 4.151)
C (3.149, 0.946, 4.661)
O (4.436, 0.975, 4.270)
O (2.847, 1.267, 5.789)
C (3.202, -0.243, 1.711)
O (4.382, -0.311, 1.686)
O (2.655, -0.196, -0.127)
H (-1.860, -0.615, 2.555)
H (-1.953, 0.981, 3.307)
H (-1.621, -0.444, 4.308)
H (0.558, 0.731, 5.099)
H (4.569, 0.610, 3.382)

# 3
DFT (the ωB97M-V functional and the def2-TZVPD basis) results for a cluster of 3 separate species, C12H22ClN4 in total at a distorted geometry.

As for the charge: +1. The total energy is -31275.81520 eV.

Geometry (Å):
C (-0.835, -1.763, 0.982)
C (-0.507, -3.052, 0.312)
N (0.044, -2.953, -1.064)
C (1.382, -2.658, -1.380)
C (1.394, -2.790, -2.781)
N (0.096, -3.168, -3.194)
C (-0.729, -3.327, -2.150)
C (-0.263, -3.536, -4.538)
H (-0.026, -1.252, 1.504)
H (-1.490, -2.008, 1.817)
H (-1.333, -1.138, 0.240)
H (-1.301, -3.798, 0.350)
H (0.325, -3.560, 0.799)
H (2.064, -2.187, -0.687)
H (2.143, -2.576, -3.530)
H (-1.787, -3.530, -2.229)
H (0.606, -3.577, -5.194)
H (-1.143, -2.940, -4.780)
H (-0.697, -4.531, -4.445)
C (-0.958, 5.483, 2.306)
C (-1.452, 4.022, 2.572)
N (-0.528, 2.961, 2.043)
C (0.510, 2.513, 2.729)
C (1.276, 1.557, 1.937)
N (0.653, 1.617, 0.703)
C (-0.448, 2.384, 0.863)
C (1.061, 0.986, -0.545)
H (-1.295, 6.325, 2.912)
H (-1.011, 5.917, 1.307)
H (0.124, 5.525, 2.438)
H (-2.379, 3.961, 2.002)
H (-1.738, 3.688, 3.569)
H (0.612, 2.736, 3.780)
H (2.205, 1.027, 2.093)
H (-1.171, 2.682, 0.118)
H (0.380, 1.393, -1.292)
H (0.894, -0.091, -0.548)
H (2.080, 1.289, -0.787)
Cl (3.241, -1.627, 1.770)

# 4
DFT (the ωB97M-V functional and the def2-TZVPD basis) results for the molecule C2H7N5O at a distorted geometry.

Its SMILES is [H]/N=C(/N)N/C(N)=N/O. As for the charge: 0. The total energy is -11682.02257 eV.

Geometry (Å):
C (-1.594, -0.927, -0.226)
C (0.647, 0.609, 0.049)
H (-1.217, -2.633, -1.213)
H (-0.091, -2.464, 0.097)
H (-3.227, -0.127, -0.465)
H (-1.340, 1.239, 0.420)
H (2.447, -0.394, -0.290)
H (0.831, -1.107, -0.934)
H (2.552, 2.491, 1.527)
N (-0.722, -1.905, -0.658)
N (-2.849, -1.042, -0.180)
N (-0.802, 0.354, 0.012)
N (1.396, -0.124, -0.856)
N (1.046, 1.524, 0.874)
O (2.405, 1.657, 0.947)

# 5
DFT (the ωB97M-V functional and the def2-TZVPD basis) results for a structure of composition C26H39B3Br6CaCl3F2KN4O16 at a distorted geometry.

As for the charge: 0. The total energy is -566360.05950 eV.

Geometry (Å):
C (-2.904, 7.309, 2.479)
O (-2.766, 5.982, 2.962)
C (-1.775, 5.280, 2.215)
C (-1.093, 4.261, 3.148)
C (-1.684, 2.835, 3.071)
C (-0.972, 1.879, 2.095)
C (0.549, 1.711, 2.326)
C (0.921, 0.531, 3.307)
B (2.024, -0.306, 2.551)
O (1.584, -1.322, 1.680)
B (2.654, -2.170, 1.444)
C (2.795, -2.975, 0.085)
C (2.294, -2.226, -1.138)
C (2.651, -0.903, -1.379)
C (2.254, -0.204, -2.491)
C (1.376, -0.927, -3.469)
C (1.021, -2.214, -3.172)
C (1.466, -2.889, -2.036)
O (3.632, -2.315, 2.436)
B (4.214, -1.069, 2.556)
N (5.663, -0.792, 2.452)
C (6.436, -1.970, 2.155)
O (6.250, -2.748, 1.288)
F (7.480, -2.119, 2.968)
C (5.811, 0.203, 1.426)
O (6.031, 1.341, 1.602)
F (5.689, -0.273, 0.160)
O (3.380, 0.021, 2.739)
H (-3.833, 7.706, 2.901)
H (-2.067, 7.967, 2.770)
H (-2.951, 7.265, 1.378)
H (-2.165, 4.840, 1.283)
H (-1.005, 6.032, 1.956)
H (-0.011, 4.321, 2.976)
H (-1.252, 4.620, 4.175)
H (-1.773, 2.386, 4.068)
H (-2.715, 2.948, 2.699)
H (-1.425, 0.881, 2.214)
H (-1.120, 2.149, 1.038)
H (1.062, 2.605, 2.694)
H (0.994, 1.496, 1.335)
H (1.412, 0.957, 4.189)
H (0.060, -0.082, 3.594)
H (2.354, -3.980, 0.133)
H (3.877, -3.142, -0.068)
H (3.280, -0.383, -0.656)
H (2.605, 0.861, -2.641)
H (1.028, -0.399, -4.400)
H (0.387, -2.764, -3.868)
H (1.177, -3.919, -1.850)
K (3.153, 0.929, -4.298)
C (2.800, 3.176, 6.331)
Cl (3.763, 4.537, 6.904)
Cl (1.207, 3.720, 5.793)
Cl (3.633, 2.325, 5.026)
H (2.664, 2.486, 7.153)
C (6.410, -0.599, -8.210)
Br (4.574, -1.462, -8.313)
Br (6.306, 1.326, -8.262)
Br (7.376, -1.249, -6.674)
H (6.964, -0.921, -9.097)
C (8.540, -1.476, -10.709)
O (8.935, -1.409, -11.876)
O (9.075, -0.842, -9.733)
O (7.528, -2.175, -10.323)
C (-2.434, -2.284, 0.093)
O (-3.405, -2.151, 0.814)
N (-2.538, -2.404, -1.267)
N (-1.159, -2.323, 0.578)
H (-1.751, -2.513, -1.877)
H (-3.461, -2.379, -1.660)
H (-1.043, -2.236, 1.571)
H (-0.345, -2.430, 0.002)
O (-9.191, -0.889, 0.692)
C (-8.555, -1.832, 1.069)
O (-9.029, -3.101, 1.097)
C (-8.055, -3.970, 1.703)
C (-6.726, -3.251, 1.547)
C (-7.145, -1.788, 1.618)
H (-8.327, -4.119, 2.750)
H (-8.067, -4.933, 1.197)
H (-5.990, -3.535, 2.296)
H (-6.301, -3.461, 0.564)
H (-7.177, -1.422, 2.646)
H (-6.508, -1.155, 1.007)
C (-9.435, 0.552, 3.735)
O (-9.390, -0.076, 5.018)
H (-8.547, 1.169, 3.619)
H (-9.452, -0.205, 2.951)
H (-10.325, 1.182, 3.663)
H (-10.181, -0.615, 5.102)
C (-2.258, 6.068, -1.861)
Br (-3.054, 7.715, -1.260)
Br (-0.389, 5.959, -1.386)
Br (-3.244, 4.532, -1.237)
H (-2.311, 6.064, -2.941)
Ca (4.380, -3.684, -7.371)
N (6.404, -7.799, -6.895)
O (7.526, -8.219, -6.616)
O (5.599, -8.492, -7.536)
O (6.058, -6.638, -6.513)

# 6
DFT (the ωB97M-V functional and the def2-TZVPD basis) results for a structure of composition C2H12N3STc at a distorted geometry.

As for the multiplicity: 4. As for the charge: +1. The total energy is -19763.96671 eV.

Geometry (Å):
C (-1.480, 2.380, -0.554)
Tc (-0.683, 0.295, 0.210)
N (-2.572, -0.533, -0.203)
H (0.636, 0.979, 0.050)
H (-0.962, 1.518, -1.074)
H (-0.670, 3.067, -0.834)
H (-1.892, 2.706, 0.439)
H (-2.302, 2.379, -1.280)
H (-2.926, -1.123, 0.550)
H (-2.685, -1.109, -1.041)
H (-3.352, 0.114, -0.305)
N (2.691, -0.614, 1.415)
C (1.950, -1.325, 0.521)
N (2.546, -2.118, -0.396)
S (0.297, -1.582, 0.858)
H (3.687, -0.539, 1.250)
H (2.246, 0.009, 2.076)
H (1.953, -2.587, -1.064)
H (3.519, -1.920, -0.617)

# 7
DFT (the ωB97M-V functional and the def2-TZVPD basis) results for the molecule C4H10N2O at a distorted geometry.

As for the charge: 0. The total energy is -9332.67849 eV.

Geometry (Å):
C (-0.026, -0.016, 0.858)
C (1.446, -0.199, 0.502)
C (-2.326, 0.476, -0.230)
C (-0.803, 0.827, -0.075)
N (1.045, -1.542, -0.067)
N (2.040, 0.632, -0.480)
O (0.771, -2.614, 0.650)
H (-0.457, -0.431, 1.692)
H (2.141, -0.308, 1.364)
H (-2.803, 1.320, -0.805)
H (-2.834, 0.332, 0.759)
H (-2.177, -0.547, -0.685)
H (-0.811, 1.816, 0.466)
H (-0.364, 1.147, -1.013)
H (0.562, -1.435, -1.002)
H (2.965, 0.251, -0.621)
H (1.631, 0.292, -1.312)

# 8
DFT (the ωB97M-V functional and the def2-TZVPD basis) results for the molecule C17H28N2O5S2.

Its SMILES is CC(C)CNS(=O)(=O)c1ccc(S(=O)(=O)N[C@@H]2CCOC(C)(C)C2)cc1. As for the charge: 0. The total energy is -52971.15959 eV.

Geometry (Å):
C (1.120, 2.853, 4.554)
H (0.634, 3.463, 3.795)
H (1.753, 3.497, 5.161)
H (0.344, 2.429, 5.186)
C (1.949, 1.740, 3.919)
C (2.626, 0.891, 4.993)
H (1.879, 0.429, 5.633)
H (3.228, 0.105, 4.542)
H (3.273, 1.509, 5.611)
C (1.073, 0.846, 3.033)
N (0.456, 1.546, 1.925)
S (-1.069, 2.207, 2.127)
O (-1.651, 1.717, 3.338)
O (-1.008, 3.620, 1.882)
C (-1.877, 1.421, 0.734)
C (-1.965, 2.093, -0.471)
C (-2.470, 1.427, -1.577)
C (-2.866, 0.108, -1.444)
C (-2.832, -0.544, -0.225)
C (-2.325, 0.122, 0.880)
H (-2.267, -0.344, 1.850)
H (-3.199, -1.556, -0.164)
S (-3.325, -0.800, -2.930)
O (-3.845, -2.074, -2.543)
O (-4.112, 0.056, -3.765)
N (-1.910, -1.003, -3.775)
H (-1.761, -0.208, -4.376)
C (-0.688, -1.609, -3.277)
C (-0.994, -2.807, -2.386)
H (-1.568, -3.551, -2.935)
C (0.325, -3.397, -1.886)
O (1.086, -2.452, -1.172)
C (1.444, -1.282, -1.898)
C (2.056, -0.342, -0.854)
H (2.941, -0.805, -0.425)
H (2.333, 0.603, -1.313)
H (1.341, -0.156, -0.057)
C (2.489, -1.587, -2.980)
H (2.070, -2.168, -3.797)
H (3.308, -2.151, -2.541)
H (2.881, -0.659, -3.385)
C (0.189, -0.617, -2.501)
H (0.496, 0.203, -3.155)
H (-0.395, -0.202, -1.680)
H (0.138, -4.204, -1.174)
H (0.899, -3.806, -2.730)
H (-1.585, -2.482, -1.533)
H (-0.142, -1.960, -4.164)
H (-2.559, 1.906, -2.539)
H (-1.636, 3.118, -0.520)
H (1.070, 2.213, 1.482)
H (0.252, 0.433, 3.620)
H (1.668, 0.022, 2.624)
H (2.725, 2.190, 3.287)

# 9
DFT (the ωB97M-V functional and the def2-TZVPD basis) results for a structure of composition C3H6O3Y at a distorted geometry.

As for the charge: +3. The total energy is -10352.57789 eV.

Geometry (Å):
C (1.492, -0.086, 0.466)
C (0.680, 0.287, -0.572)
O (-0.583, -0.374, -0.571)
C (-1.137, -0.844, -1.678)
O (-2.194, -1.473, -1.175)
Y (-2.014, -1.352, 1.057)
H (2.411, 0.493, 0.567)
H (1.610, -1.131, 0.757)
H (1.019, 0.506, -1.583)
H (-2.833, -1.780, -1.837)
H (0.588, 2.137, 0.573)
O (0.206, 1.861, 1.606)
H (0.757, 1.759, 2.389)

# 10
DFT (the ωB97M-V functional and the def2-TZVPD basis) results for the molecule C21H23NO6 at a distorted geometry.

Its SMILES is COCCOC(=O)C1=C(C)NC2=C(C(=O)CCC2)[C@H]1c1ccc2c(c1)OCO2. As for the charge: 0. The total energy is -35924.82327 eV.

Geometry (Å):
C (-6.904, -0.954, -0.309)
H (-6.677, -1.420, 0.656)
O (-5.860, -1.113, -1.237)
C (-4.700, -0.374, -0.961)
C (-3.869, -0.940, 0.203)
H (-3.515, -1.942, -0.060)
H (-4.454, -0.976, 1.124)
O (-2.765, -0.096, 0.498)
C (-1.680, -0.225, -0.305)
O (-1.655, -1.008, -1.227)
C (-0.560, 0.649, 0.044)
C (-0.577, 1.617, 0.987)
N (0.536, 2.412, 1.163)
C (1.591, 2.423, 0.283)
C (1.678, 1.494, -0.691)
C (2.722, 1.530, -1.707)
O (2.776, 0.735, -2.623)
C (3.731, 2.661, -1.580)
C (3.932, 3.092, -0.135)
C (2.593, 3.522, 0.456)
H (2.700, 3.764, 1.517)
H (2.237, 4.422, -0.058)
H (4.649, 3.913, -0.080)
H (4.328, 2.253, 0.441)
H (4.669, 2.338, -2.034)
H (3.352, 3.501, -2.170)
C (0.698, 0.347, -0.751)
C (1.349, -0.911, -0.209)
C (1.831, -0.934, 1.091)
C (2.437, -2.064, 1.634)
C (2.539, -3.166, 0.822)
C (2.055, -3.151, -0.486)
C (1.458, -2.039, -1.025)
H (1.085, -2.035, -2.034)
O (2.282, -4.373, -1.065)
C (2.929, -5.153, -0.086)
O (3.082, -4.396, 1.096)
H (3.921, -5.463, -0.455)
H (2.327, -6.051, 0.129)
H (2.812, -2.078, 2.644)
H (1.737, -0.052, 1.706)
H (0.428, 0.157, -1.794)
H (0.492, 3.142, 1.858)
C (-1.723, 1.947, 1.888)
H (-2.607, 2.191, 1.304)
H (-1.975, 1.090, 2.508)
H (-1.481, 2.791, 2.532)
H (-4.951, 0.676, -0.740)
H (-4.099, -0.415, -1.872)
H (-7.131, 0.107, -0.147)
H (-7.772, -1.446, -0.743)

no.,molecular weight (g mol⁻¹)
1,1192.85
2,616.66
3,257.79
4,117.11
5,1399.00
6,208.21
7,102.14
8,404.55
9,178.98
10,385.42